# 1
The following is a DFT calculation (wB97M-V/def2-TZVPD) of a molecular structure, C38H48N5O2Tl in a non-equilibrium geometry.

XYZ file:
```
94
Properties=species:S:1:pos:R:3:forces:R:3
Tl -0.093756 -0.261301 -0.367850 -0.3 -0.3 -1.0
C 6.242044 0.661999 -0.886850 0.0 -0.1 -0.1
C 5.477744 -0.574801 -1.367750 0.0 0.1 0.1
C 4.202744 -0.768301 -0.619050 0.0 -0.3 0.1
C 3.919444 -1.673501 0.360350 0.0 0.1 -0.3
C 4.792744 -2.759101 0.895650 0.1 0.2 0.1
C 5.636444 -2.301401 2.087650 -0.1 -0.2 -0.1
C 2.548344 -1.435401 0.756850 -0.1 0.2 0.0
C 1.853344 -2.167401 1.707650 0.0 0.0 -0.1
C 0.519044 -2.037601 2.066650 -0.2 0.1 0.0
C -0.183156 -2.878301 3.004650 -0.2 0.0 -0.1
C 0.398644 -4.059001 3.706750 0.1 0.2 0.2
C 1.113944 -3.667101 5.002650 0.0 -0.2 -0.1
C -1.465356 -2.411501 3.071750 0.2 0.0 0.0
C -1.558356 -1.300601 2.153150 0.2 0.0 0.0
C -2.703456 -0.564201 1.873850 0.0 -0.1 0.0
C -2.856756 0.448899 0.933450 0.1 0.1 -0.2
N -1.876256 0.896099 0.097550 -0.8 0.7 0.3
C -2.408556 1.867599 -0.691550 0.0 -0.1 0.2
C -1.738156 2.527999 -1.716850 0.1 0.0 -0.1
C -0.425256 2.340999 -2.133750 0.0 0.0 0.1
N 0.442744 1.438799 -1.591950 0.2 0.7 -0.4
C 1.659144 1.624699 -2.175350 -0.1 0.0 0.1
C 2.825444 0.948299 -1.840750 -0.1 0.0 0.0
C 2.994544 -0.005501 -0.846250 -0.1 -0.1 0.3
N 2.033144 -0.407201 0.027650 1.2 0.1 0.3
C 1.557244 2.668499 -3.167550 -0.2 0.0 -0.1
C 0.263444 3.108499 -3.147750 0.2 -0.1 -0.2
C -0.346356 4.187199 -3.982750 0.1 0.1 0.2
C -0.242056 5.553599 -3.301150 -0.1 -0.1 -0.2
C 2.686644 3.159999 -4.013750 0.0 0.1 0.2
C 3.625044 4.094899 -3.245450 0.0 -0.1 -0.2
C -3.791156 2.072399 -0.325250 0.0 0.0 0.2
C -4.079556 1.168099 0.657950 0.0 0.0 -0.2
C -5.400456 0.896699 1.303850 0.1 0.2 0.1
C -5.551756 1.601399 2.653050 -0.1 -0.1 -0.1
C -4.709156 3.053599 -0.977050 0.0 -0.2 -0.1
C -5.221856 2.507799 -2.311950 0.0 0.2 0.1
N -0.341556 -1.107001 1.566050 -0.2 -0.5 1.3
C -2.607856 -3.015301 3.818250 0.0 -0.1 -0.2
C -3.359656 -4.004101 2.920750 0.0 0.1 0.2
H 7.146444 0.797999 -1.476250 0.1 0.1 0.0
H 6.521944 0.552399 0.158450 0.0 0.0 0.1
H 5.633544 1.558199 -0.982750 -0.1 0.1 0.0
H 6.110544 -1.455101 -1.243350 0.0 0.0 -0.1
H 5.255344 -0.471501 -2.431850 0.1 -0.1 0.0
H 5.453144 -3.102001 0.096250 0.0 -0.1 0.0
H 4.174244 -3.607601 1.191650 0.0 -0.1 -0.1
H 6.272344 -1.466001 1.803350 0.1 0.1 0.0
H 6.269644 -3.116001 2.433350 0.1 0.0 0.1
H 5.000544 -1.985201 2.912150 0.0 0.1 0.1
H 2.397544 -2.954901 2.207850 0.0 -0.1 0.0
H 1.098544 -4.563901 3.037650 -0.1 -0.1 0.0
H -0.398456 -4.766901 3.941750 0.0 -0.1 -0.1
H 1.911844 -2.954301 4.805950 0.1 0.1 0.0
H 1.543544 -4.549401 5.472750 0.1 0.0 0.1
H 0.417044 -3.211101 5.703450 0.0 0.1 0.1
H -3.580356 -0.819901 2.454150 -0.1 0.0 0.0
H -2.303456 3.282299 -2.244950 0.0 0.1 0.0
H 3.690444 1.189699 -2.441050 0.1 0.0 0.0
H -1.395256 3.951999 -4.174350 0.0 0.0 -0.1
H 0.162444 4.231699 -4.948950 -0.1 -0.1 0.0
H -0.728956 5.531899 -2.329250 0.0 0.0 0.1
H -0.713956 6.320599 -3.911150 0.0 0.1 0.0
H 0.801044 5.822699 -3.154850 0.1 0.1 0.1
H 2.285344 3.699299 -4.874350 0.0 -0.1 -0.1
H 3.260444 2.310199 -4.392850 -0.1 0.0 -0.1
H 3.092744 4.979899 -2.905150 0.0 0.1 0.1
H 4.443044 4.411999 -3.889050 0.1 0.1 0.0
H 4.040444 3.596699 -2.373350 0.1 0.0 0.1
H -5.511456 -0.182101 1.445850 -0.1 0.0 -0.1
H -6.202256 1.223799 0.637550 0.0 -0.1 0.0
H -4.787656 1.263299 3.348750 0.1 0.0 0.1
H -6.532256 1.390399 3.075650 0.0 0.0 0.1
H -5.448456 2.676999 2.530650 0.0 0.1 0.0
H -4.178656 3.995099 -1.140750 -0.1 0.0 0.1
H -5.555956 3.258799 -0.319250 0.1 0.1 0.0
H -4.387756 2.283499 -2.971950 0.0 -0.1 -0.1
H -5.872556 3.227399 -2.803450 -0.1 0.0 -0.1
H -5.780656 1.589499 -2.147250 -0.1 -0.1 0.0
H -3.291956 -2.235601 4.158750 0.0 0.0 0.1
H -2.236056 -3.542401 4.698250 0.0 0.1 0.1
H -3.799756 -3.485801 2.070450 0.0 0.0 -0.1
H -4.155156 -4.495001 3.477150 -0.1 -0.1 0.0
H -2.678256 -4.765701 2.544850 0.0 0.0 -0.1
N -2.012056 -1.763801 -1.127850 -0.4 -0.2 -0.2
C -1.559856 -3.096801 -0.734750 0.6 -0.1 -0.2
C -0.018756 -3.189901 -0.985350 -0.9 -0.2 0.1
O 0.554544 -4.232401 -0.743750 0.1 -0.5 0.1
O 0.500944 -2.125201 -1.460750 0.4 0.2 -0.4
H -2.970856 -1.598201 -0.840350 0.0 0.1 0.0
H -1.960456 -1.689601 -2.140750 -0.1 0.1 0.1
H -2.053156 -3.895301 -1.300350 0.1 0.0 0.1
H -1.754656 -3.254201 0.327850 0.0 0.0 0.0
```
Forces are in eV/Å.

Calculated values
Kohn-Sham gap	0.2126	Eh
charge	0

Mulliken population analysis, charges in e, atoms 1 to 6: Tl 2.10; C -1.03; C -1.14; C 0.52; C 0.94; C -1.14

***

# 2
The following is a DFT calculation (wB97M-V/def2-TZVPD) of a molecular structure, C22H27BN7O5PRu in a non-equilibrium geometry.

XYZ file:
```
64
Properties=species:S:1:pos:R:3:forces:R:3
Ru -0.561012 -0.189382 -0.224090 0.5 -1.3 0.3
N 1.444461 -0.764633 -0.018167 -0.2 0.0 -0.2
C 1.558443 -1.753597 1.091491 0.4 0.2 -0.4
C 0.283601 -1.799759 1.885190 -0.3 0.0 0.3
O 0.029272 -2.581239 2.738704 0.1 0.0 -0.1
O -0.625465 -0.824850 1.541531 0.1 0.4 -0.1
H 1.704724 -1.197997 -0.900880 0.0 0.0 0.0
H 2.036296 0.048243 0.118433 -0.1 0.0 0.1
H 2.388644 -1.492385 1.746650 -0.1 0.0 0.1
H 1.764168 -2.741599 0.682198 -0.1 0.0 0.0
N 1.675947 2.316397 0.315737 0.0 0.0 0.0
N 0.728501 3.203987 0.835155 0.0 -0.1 0.0
C -0.570267 2.928038 0.965808 0.0 -0.1 -0.1
N -1.349511 3.882370 1.436778 -0.1 0.0 0.0
N -1.019025 1.689249 0.596236 0.1 0.1 0.0
N -2.351855 1.463685 0.470384 -0.2 0.4 0.2
O -2.524063 0.355135 -0.115974 -0.3 -0.1 -0.1
O -3.245450 2.157662 0.842776 0.2 -0.1 -0.1
H 2.483361 2.340291 0.931197 0.0 0.0 0.0
H 1.963276 2.645161 -0.603316 0.0 0.0 0.0
H 1.029382 4.141522 1.066840 0.0 0.0 0.0
H -0.968183 4.786489 1.671893 0.0 0.0 0.0
H -2.339523 3.738111 1.559475 0.0 0.0 0.0
B 0.366520 2.006436 -4.192356 0.0 -0.2 -0.2
C 0.059113 1.281327 -2.890191 0.0 0.0 0.2
N -0.194010 0.736084 -1.884853 0.1 0.2 0.0
H 1.075826 1.285740 -4.846321 0.0 0.1 0.1
H -0.711663 2.224187 -4.696747 0.0 0.1 0.1
H 0.903514 3.041590 -3.850645 0.0 0.0 0.1
O -0.594531 -1.942400 -1.040919 0.1 0.4 0.1
P -1.223346 -3.238676 -1.647968 -0.2 -0.1 -0.2
C -1.462452 -2.958862 -3.385970 0.0 -0.1 0.0
C -1.969240 -1.727451 -3.805789 0.0 0.0 -0.1
C -2.209810 -1.508661 -5.150582 0.0 0.0 0.0
C -1.962213 -2.519622 -6.071877 0.0 0.0 0.0
C -1.477983 -3.751099 -5.654325 0.0 0.0 0.0
C -1.223090 -3.976313 -4.309939 0.0 0.0 0.0
C -0.035927 -4.530883 -1.370654 0.0 0.1 0.1
C 1.153412 -4.537700 -2.108791 0.0 0.0 0.0
C 2.130869 -5.472702 -1.817513 0.0 0.0 0.0
C 1.928059 -6.393575 -0.792939 0.0 0.0 0.0
C 0.750905 -6.384072 -0.058606 0.0 0.0 0.0
C -0.236872 -5.451497 -0.342917 0.0 0.0 0.0
C -2.762691 -3.637706 -0.856445 0.0 0.0 -0.1
C -3.606611 -4.543082 -1.505364 -0.1 0.1 0.0
C -4.798500 -4.912669 -0.907820 0.0 0.0 0.0
C -5.147322 -4.381888 0.328780 0.0 0.0 0.0
C -4.306206 -3.488651 0.974831 0.1 0.0 0.0
C -3.106021 -3.115046 0.387952 0.0 -0.1 0.0
H -2.183575 -0.947809 -3.087435 0.0 0.1 0.0
H -2.591172 -0.552687 -5.482906 0.0 0.0 0.0
H -2.152519 -2.346105 -7.122442 0.0 0.0 0.0
H -1.293174 -4.535542 -6.375314 0.0 0.0 0.0
H -0.835284 -4.934624 -3.986897 0.0 0.0 0.0
H 1.301675 -3.831426 -2.917936 0.0 0.0 0.0
H 3.044919 -5.496182 -2.395428 0.0 0.0 0.0
H 2.691185 -7.128653 -0.574551 0.0 0.0 0.0
H 0.596263 -7.106358 0.731135 0.0 0.0 0.0
H -1.160035 -5.449270 0.223707 0.0 0.0 0.0
H -3.342978 -4.946510 -2.476062 0.0 0.0 0.0
H -5.458106 -5.608954 -1.407047 0.0 0.0 0.0
H -6.081496 -4.670645 0.791433 0.0 0.0 0.0
H -4.577884 -3.088427 1.942161 0.0 0.0 0.0
H -2.442052 -2.441961 0.911413 0.0 0.1 0.0
```
Forces are in eV/Å.

Calculated values
Kohn-Sham gap (spin up / spin down)	0.1890 / 0.1868	Eh
charge	+2

Mulliken population analysis, charges in e, atoms 1 to 6: Ru 0.62; N -0.20; C -0.31; C 0.47; O -0.50; O -0.53

***

# 3
The following is a DFT calculation (wB97M-V/def2-TZVPD) of a molecular structure, C35H32NO6OsP2S.

XYZ file:
```
78
Properties=species:S:1:pos:R:3:forces:R:3
Os 0.210868 -0.542624 -0.195203 -0.3 0.0 0.4
C 6.480203 3.833420 3.667450 0.0 0.0 0.0
S 5.146471 4.105649 4.849867 0.0 0.0 0.0
C 3.729319 4.074283 3.732437 0.0 0.0 0.0
C 3.411934 2.687538 3.190658 0.0 0.0 0.0
C 2.158936 2.696602 2.327647 0.0 0.0 0.0
N 1.708008 1.349190 1.916171 -0.1 -0.1 0.0
P 2.106832 0.626245 0.484875 -0.1 0.1 0.0
C 3.804945 0.041527 0.583536 0.0 0.0 0.0
C 4.546293 -0.158497 -0.580688 0.0 0.0 0.0
C 5.830839 -0.671513 -0.501097 0.0 0.0 0.0
C 6.378903 -0.983636 0.736265 0.0 0.0 0.0
C 5.646437 -0.778651 1.897703 0.0 0.0 0.0
C 4.359263 -0.268424 1.824097 0.0 0.0 0.0
C 1.943625 1.618503 -1.021968 0.2 0.0 0.0
C 1.174115 0.888521 -1.938325 -0.1 0.0 -0.1
C 0.713640 1.440359 -3.120756 0.0 0.0 0.0
C 1.062433 2.755762 -3.404526 0.0 0.0 0.0
C 1.848334 3.483995 -2.522627 0.0 0.0 0.0
C 2.289286 2.925442 -1.326679 -0.1 0.0 0.0
P 0.225951 0.800243 2.723247 0.1 0.1 -0.1
C 0.788220 0.728699 4.452776 0.0 0.0 0.0
C 0.167036 1.692782 5.249275 0.0 0.0 0.0
C 0.534830 1.865414 6.577868 0.0 0.0 0.0
C 1.521333 1.064430 7.126192 0.0 0.0 0.0
C 2.137283 0.088526 6.349062 0.0 0.0 0.0
C 1.777916 -0.076245 5.023910 0.0 0.0 0.0
C 0.220179 -0.948835 2.087240 -0.2 0.0 -0.1
C -1.034028 -1.373302 1.575698 0.0 -0.1 0.1
C -1.351930 -2.760969 1.447339 0.0 0.1 0.0
C -0.432152 -3.698998 1.789238 0.0 0.0 0.0
C 0.852623 -3.294790 2.233521 0.0 0.0 0.0
C 1.183363 -1.979101 2.359015 0.0 0.1 -0.1
H 7.413089 3.924081 4.220335 0.0 0.0 0.0
H 6.465541 4.593798 2.886969 0.0 0.0 0.0
H 6.439752 2.839989 3.222409 0.0 0.0 0.0
H 3.899783 4.788943 2.922531 0.0 0.0 0.0
H 2.888383 4.450390 4.319467 0.0 0.0 0.0
H 3.266344 2.002492 4.029213 0.0 0.0 0.0
H 4.256909 2.313462 2.608195 0.0 0.0 0.0
H 2.291171 3.322796 1.443901 0.0 0.0 0.0
H 1.333120 3.150787 2.885622 0.0 0.0 0.0
H 4.127508 0.094699 -1.547717 0.0 0.0 0.0
H 6.407945 -0.820766 -1.403644 0.0 0.0 0.0
H 7.384023 -1.379303 0.795244 0.0 0.0 0.0
H 6.080124 -1.007430 2.862136 0.0 0.0 0.0
H 3.796660 -0.080861 2.731467 0.0 0.0 0.0
H 1.064493 -0.246182 -1.881880 0.1 0.0 0.0
H 0.123470 0.856030 -3.813735 0.0 0.0 0.0
H 0.724298 3.211039 -4.325500 0.0 0.0 0.0
H 2.115333 4.503783 -2.764709 0.0 0.0 0.0
H 2.888104 3.514976 -0.646678 0.0 0.0 0.0
H -0.612819 2.314165 4.823241 0.0 0.0 0.0
H 0.046819 2.620562 7.179063 0.0 0.0 0.0
H 1.812216 1.193296 8.160164 0.0 0.0 0.0
H 2.902526 -0.542672 6.781112 0.0 0.0 0.0
H 2.278289 -0.839612 4.446625 0.0 0.0 0.0
H -1.849333 -0.655894 1.554592 0.0 0.0 0.0
H -2.331319 -3.039063 1.083263 0.0 0.0 0.0
H -0.665732 -4.752131 1.715414 0.0 0.0 0.0
H 1.587481 -4.051780 2.477924 0.0 0.0 0.0
H 2.180255 -1.706704 2.675038 0.0 0.0 0.0
O -5.253606 2.237180 -1.386752 0.0 0.0 0.0
C -4.232237 1.683597 -1.130431 0.0 0.0 0.1
C -2.954995 2.337017 -0.540046 0.0 0.0 -0.1
O -2.793770 3.493250 -0.265407 0.0 0.0 0.0
C -2.007017 1.214037 -0.401087 -0.4 -0.2 0.0
C -2.504338 0.014150 -0.917046 -0.2 0.4 0.3
O -1.712110 -0.969524 -1.059301 0.6 0.0 -0.2
C -3.917124 0.182907 -1.375376 0.2 0.1 -0.1
O -4.651921 -0.643937 -1.826780 -0.1 0.0 0.0
O -0.768679 1.237496 -0.038021 0.3 -0.3 0.0
C 2.120479 -2.850480 -0.733708 0.0 0.0 0.0
C 0.707832 -2.356006 -1.084956 -0.3 0.0 -0.2
O -0.000096 -2.966674 -1.819379 0.2 0.0 0.1
H 2.060096 -3.925764 -0.564896 0.0 0.0 0.0
H 2.584101 -2.357412 0.112156 0.0 0.0 0.0
H 2.724944 -2.665870 -1.625550 0.0 0.0 0.0
```
Forces are in eV/Å.

Calculated values
Kohn-Sham gap (spin up / spin down)	0.1788 / 0.1793	Eh
charge	+1

Mulliken population analysis, charges in e, atoms 1 to 6: Os 2.20; C -0.78; S -0.09; C -0.99; C 0.73; C -1.47

***

| no. | E (eV) |
| --- | --- |
| 1 | -56425.5105 |
| 2 | -56449.5693 |
| 3 | -82460.1509 |